One molecule with the formula C4H12N2O2, computed with the ωB97M-V functional and the def2-TZVPD basis.

Last column: Löwdin charge in e.
Atoms and positions in Å:
O -1.5986 0.3697 -2.6364  -0.09
C -1.7375 1.5166 -1.7784  -0.28
N -1.1018 1.3478 -0.4939  -0.07
C 0.3346 1.2667 -0.3325  -0.21
C 0.8323 -0.2015 -0.2095  -0.22
N 0.3310 -0.7778 1.0504  -0.06
C 1.0293 -1.8838 1.6704  -0.30
O 1.9135 -1.5164 2.7309  -0.07
H -2.2314 -0.3260 -2.4083  0.08
H -1.2290 2.2009 -2.5010  0.13
H -2.7667 1.7265 -1.5303  0.11
H -1.6340 0.6291 -0.0205  0.10
H 0.8583 1.6821 -1.2415  0.13
H 0.5874 1.8937 0.5161  0.10
H 0.4848 -0.8765 -1.0088  0.11
H 1.9166 -0.1901 -0.3761  0.10
H 0.2658 -0.0238 1.7349  0.11
H 1.5902 -2.5130 0.9431  0.13
H 0.2744 -2.4653 2.2435  0.12
H 2.3694 -0.7173 2.4355  0.08

Properties
energy: -11416.45470 eV
energy relative to the best compared isomer or geometry (same formula, charge and spin): 266.50 kJ/mol
gap between HOMO and LUMO: 9.9 eV

=====

C4H12N2O2 as an isolated structure, computed with the ωB97M-V functional and the def2-TZVPD basis.

Last column: Löwdin charge in e.
Atoms and positions in Å:
N -0.1159 1.3807 -1.7791  0.09
C -0.7342 -1.6653 -1.5743  -0.10
C -0.0180 -0.9266 -0.4510  -0.24
C -0.5729 0.4833 -0.2813  -0.20
C 0.2205 1.2824 0.7916  -0.50
N -0.1484 2.6103 0.8001  0.15
O 0.9554 0.7418 1.5703  0.07
H 0.5352 0.6271 -1.9575  0.02
H -1.0079 1.0226 -1.4726  -0.03
H -0.4068 -1.3760 -2.5652  0.07
H -0.6778 -2.7515 -1.5373  0.07
H -1.8126 -1.4888 -1.5322  0.08
H 1.0409 -0.9041 -0.7266  0.12
H -0.0342 -1.4117 0.5268  0.12
H -1.5496 0.3760 0.2063  0.16
H 0.6059 3.2673 0.9419  0.11
H -0.5881 2.8420 -0.0748  0.07
H 1.0014 -1.7367 3.5490  0.03
H 1.5532 -0.7474 2.6054  -0.02
O 1.7539 -1.6255 2.9604  -0.07

Properties
energy: -11414.95680 eV
energy relative to the best compared isomer or geometry (same formula, charge and spin): 411.03 kJ/mol
gap between HOMO and LUMO: 10.5 eV

=====

A 2-piece molecular cluster, C4H12N2O2 overall, computed with the ωB97M-V functional and the def2-TZVPD basis.

Last column: Mulliken spin population.
Atoms and positions in Å:
C -2.0651 -1.0702 -0.3422  0.01
N -0.8673 -0.1390 -0.1534  0.77
C -1.4391 1.1412 0.3114  0.04
C 0.1403 -0.6550 0.7757  0.01
C 1.0139 0.5332 1.1970  0.00
N 1.4490 1.3332 0.0920  0.01
O 1.2874 0.9727 2.2991  0.00
H -2.8339 -1.0184 0.4455  0.02
H -2.4582 -0.8505 -1.3237  0.01
H -1.7021 -2.1292 -0.2804  0.00
H -2.2212 1.4197 -0.4917  0.01
H -0.7626 1.9125 0.2509  0.00
H -1.9909 0.9948 1.2446  0.03
H 0.7222 -1.4842 0.1567  0.02
H -0.4374 -1.1029 1.7319  0.07
H 2.1436 2.1019 0.2520  0.00
H 1.3264 0.9909 -0.7822  0.00
H 2.4087 -1.4199 -2.2476  0.00
H 3.4634 -0.8546 -1.2427  0.00
O 2.8228 -0.6762 -1.8932  0.00

Properties
2S+1: 2
energy: -11407.90813 eV
net charge: +1
energy relative to the best compared isomer or geometry (same formula, charge and spin): 260.81 kJ/mol
gap between HOMO and LUMO (spin up / spin down): 11.0 / 5.7 eV

=====

A 2-piece molecular cluster, C4H12N2O2 overall, computed with the ωB97M-V functional and the def2-TZVPD basis.

Last column: Mulliken spin population.
Atoms and positions in Å:
C -0.0038 -1.6019 -0.4498  -0.12
N -0.0879 -0.8318 0.7343  0.64
C 1.2044 -0.5497 1.3605  0.00
C -1.3149 -0.1087 0.9657  0.00
C -1.2884 1.2306 0.1265  0.08
N -1.5794 0.9114 -1.3502  0.02
O 1.0663 -1.7538 -1.0230  0.29
H -0.9495 -2.0003 -0.7645  0.00
H 1.7966 0.1685 0.8744  0.03
H 1.7120 -1.4716 1.6029  0.02
H 0.8772 -0.1426 2.4318  0.00
H -2.1798 -0.7526 0.6300  0.01
H -1.3699 -0.0194 2.1684  0.02
H -1.9749 2.1125 0.4407  0.01
H -0.2129 1.4317 0.0220  0.00
H -2.5903 0.5767 -1.3833  0.00
H -1.4063 1.6854 -2.0311  0.00
H 3.1053 0.8592 -0.9855  0.00
H 2.2016 -0.0702 -1.6113  0.00
O 2.9946 0.3265 -1.7585  0.01

Properties
2S+1: 2
energy: -11407.28454 eV
net charge: +1
energy relative to the best compared isomer or geometry (same formula, charge and spin): 320.98 kJ/mol
gap between HOMO and LUMO (spin up / spin down): 10.3 / 5.3 eV

=====

A 2-piece molecular cluster, C4H12N2O3 overall, computed with the ωB97M-V functional and the def2-TZVPD basis.

Last column: Mulliken spin population.
Atoms and positions in Å:
C -0.6348 0.2731 -1.5861  -0.02
C -1.6859 0.3790 -0.4833  0.03
C -1.3434 1.3661 0.6164  0.00
O -0.9016 2.6280 0.0649  0.00
N 0.7037 -0.1835 -1.1932  0.49
C 1.1033 -1.3067 -0.5318  -0.09
N 0.2275 -2.1776 0.0383  -0.03
O 2.3011 -1.6201 -0.4640  0.58
H -1.0933 -0.3266 -2.3839  0.05
H -0.4065 1.2522 -2.0135  0.01
H -2.0101 -0.5773 -0.1107  0.00
H -2.6129 0.7846 -0.9055  0.00
H -0.4414 1.1568 1.2163  0.00
H -2.0676 1.5926 1.3988  0.00
H -1.6494 3.2111 0.0121  0.00
H 1.3879 0.2186 -1.8283  -0.02
H 0.6057 -3.0848 0.2605  0.00
H -0.7697 -2.1658 -0.0160  0.00
H 0.0725 0.8195 2.9250  0.00
H 1.2208 0.2504 1.9492  0.00
O 0.6976 0.0942 2.7545  0.00

Properties
2S+1: 2
energy: -13455.83500 eV
net charge: +1
energy relative to the best compared isomer or geometry (same formula, charge and spin): 0.00 kJ/mol
gap between HOMO and LUMO (spin up / spin down): 11.2 / 5.2 eV

=====

A 3-piece molecular cluster, C4H12N2O4 overall, computed with the ωB97M-V functional and the def2-TZVPD basis.

Last column: Löwdin charge in e.
Atoms and positions in Å:
C 0.5512 1.4980 -1.6707  -0.03
N 1.3086 0.6038 -0.8082  -0.12
C 2.5182 0.1377 -1.1674  -0.32
O 3.1846 -0.6348 -0.4936  0.00
C 0.7426 0.2038 0.4655  -0.05
C 0.0769 -1.1683 0.4375  -0.47
N 0.8913 -2.2018 0.2252  0.21
O -1.1359 -1.3127 0.6215  0.00
H 1.0778 1.6292 -2.6137  0.09
H 0.4167 2.4806 -1.2136  0.10
H -0.4316 1.0917 -1.8797  0.09
H 2.8951 0.5578 -2.1098  0.14
H 1.5246 0.2155 1.2197  0.14
H -0.0077 0.9197 0.7833  0.13
H 1.8670 -2.0244 0.0165  0.08
H 0.5216 -3.1346 0.1592  0.12
O -2.5188 1.1319 -0.0734  -0.08
H -2.1014 0.2571 -0.0643  -0.01
H -2.9592 1.1371 0.7882  0.02
O -2.7496 -0.0944 2.5922  -0.07
H -2.1816 -0.6157 1.9992  -0.01
H -3.4906 -0.6770 2.7863  0.05

Properties
energy: -15514.09442 eV
energy relative to the best compared isomer or geometry (same formula, charge and spin): 0.00 kJ/mol
gap between HOMO and LUMO: 10.6 eV

=====

One molecule with the formula C4H12N2OS, computed with the ωB97M-V functional and the def2-TZVPD basis.

Last column: Löwdin charge in e.
Atoms and positions in Å:
N 1.2624 1.8486 0.7587  0.00
C 0.2867 0.7656 1.0138  -0.24
C 0.1579 -0.1672 -0.2054  -0.42
C 1.2622 -1.2319 -0.2485  -0.48
S 2.8649 -0.5394 -0.8757  0.69
N -1.0951 -0.9514 -0.0834  -0.02
C -2.1517 -0.4619 -0.9126  -0.28
O -2.5774 0.8609 -0.4876  -0.07
H 1.0473 2.6167 1.3790  0.06
H 2.2029 1.5527 0.9963  0.04
H 0.6352 0.1267 1.8147  0.10
H -0.6854 1.2068 1.2084  0.11
H 0.1469 0.4564 -1.0998  0.13
H 1.4552 -1.5722 0.7652  0.07
H 0.9732 -1.9908 -0.9643  0.06
H 3.6540 -1.2487 -0.0627  -0.16
H -1.3805 -0.8629 0.8846  0.11
H -3.0005 -1.1451 -0.8695  0.12
H -1.7586 -0.3631 -1.9269  0.12
H -3.2994 1.1001 -1.0842  0.08

Properties
energy: -20204.89987 eV
energy relative to the best compared isomer or geometry (same formula, charge and spin): 117.28 kJ/mol
gap between HOMO and LUMO: 9.7 eV

=====

One molecule with the formula C4H12N2OS, computed with the ωB97M-V functional and the def2-TZVPD basis.

Last column: Löwdin charge in e.
Atoms and positions in Å:
N 1.3151 1.2768 1.3310  0.04
C 0.1831 0.7788 0.6055  -0.49
C -1.1840 1.2990 1.1386  -0.53
S -2.4892 1.3502 -0.1161  0.71
C 0.1617 -0.7367 0.5753  -0.22
N 1.4017 -1.3440 0.1033  -0.04
C 1.2924 -2.2477 -1.0083  -0.29
O 1.5694 -1.6435 -2.2786  -0.06
H 1.3854 0.9427 2.2796  0.08
H 1.4984 2.2565 1.2000  0.08
H 0.2964 1.1051 -0.4250  0.13
H -0.9836 2.2567 1.5925  0.06
H -1.5439 0.6424 1.9193  0.06
H -2.0782 2.4826 -0.6951  -0.15
H -0.0672 -1.1570 1.5541  0.11
H -0.6776 -0.9962 -0.0776  0.11
H 2.0980 -0.6414 -0.1082  0.10
H 1.9588 -3.1025 -0.8702  0.11
H 0.2633 -2.6015 -1.0952  0.12
H 2.5225 -1.6113 -2.4001  0.07

Properties
energy: -20204.99255 eV
energy relative to the best compared isomer or geometry (same formula, charge and spin): 108.33 kJ/mol
gap between HOMO and LUMO: 9.6 eV

=====

What is the energy in the third record? -11407.90813 eV

=====

Which formula does entry 7 have? C4H12N2OS

=====

The highest energy relative to the best compared isomer or geometry (same formula, charge and spin) belongs to which entry? number 2